No. 1
Density functional theory data (wB97M-V/def2-TZVPD) for a single C3H5N3S molecule.

ORCA input file:
```
! RIJCOSX wB97M-V def2-TZVPD def2/J DEFGRID3
* xyz 0 1
S 2.072 -0.929 2.242
N -2.761 0.217 -2.146
N -0.484 0.134 -0.452
N -0.666 1.079 -1.368
C 0.785 -0.859 1.269
C -1.815 1.061 -2.166
C 0.591 0.180 0.267
H -2.605 -0.501 -1.436
H 1.322 0.958 0.147
H -0.020 -1.590 1.296
H -1.851 1.890 -2.867
H 0.013 1.810 -1.474
*
```

Output
Energy relative to the best compared isomer or geometry (same formula, charge and spin)   2.271 eV
Kohn-Sham gap   8.0 eV

---

No. 2
Density functional theory data (wB97M-V/def2-TZVPD) for a single C3H5N3S2 molecule.

ORCA input file:
```
! RIJCOSX wB97M-V def2-TZVPD def2/J DEFGRID3
* xyz 0 1
S 0.786 0.860 -2.384
S -1.252 -1.078 -0.332
N 0.346 -0.596 -0.042
N 1.001 -0.901 1.116
N 2.319 0.338 -0.225
C 1.181 0.164 -0.823
C -2.130 0.248 0.517
C 2.156 -0.329 0.943
H -1.847 0.281 1.579
H 2.927 -0.393 1.716
H -3.194 0.019 0.417
H -0.380 0.178 -2.536
H -1.913 1.209 0.056
*
```

Output
Energy relative to the best compared isomer or geometry (same formula, charge and spin)   0.568 eV
Kohn-Sham gap   9.7 eV

---

No. 3
Density functional theory data (wB97M-V/def2-TZVPD) for a single C3H5N3S2 molecule.

ORCA input file:
```
! RIJCOSX wB97M-V def2-TZVPD def2/J DEFGRID3
* xyz 0 1
S 3.128 -0.936 -0.325
S -2.755 -1.315 -0.576
N 0.655 0.167 -0.033
N -1.504 1.064 -0.192
N 0.256 -0.953 0.713
C -0.250 1.140 -0.283
C -2.296 0.012 0.215
C 1.975 0.216 -0.463
H 0.118 -1.730 0.065
H 2.217 1.161 -0.911
H 1.080 -1.221 1.303
H 0.197 2.084 -0.693
H -2.821 0.309 1.180
*
```

Output
Energy relative to the best compared isomer or geometry (same formula, charge and spin)   1.977 eV
Kohn-Sham gap   8.2 eV

---

No. 4
Density functional theory data (wB97M-V/def2-TZVPD) for a gas-phase ion, C3H5N4 (charge +1).

ORCA input file:
```
! RIJCOSX wB97M-V def2-TZVPD def2/J DEFGRID3
* xyz 1 1
N 0.946 -0.710 0.237
N -0.941 0.680 0.340
N 1.275 1.466 -0.316
N 0.468 0.528 0.219
C 2.185 -0.605 -0.281
C 2.278 0.735 -0.583
C -1.826 -0.410 0.020
H 2.841 -1.361 -0.316
H -2.769 0.064 0.307
H -1.682 -1.188 0.706
H -1.153 1.604 0.724
H -1.623 -0.804 -1.059
*
```

Output
Energy relative to the best compared isomer or geometry (same formula, charge and spin)   6.620 eV
Kohn-Sham gap (alpha / beta)   7.0 / 9.5 eV

---

No. 5
Density functional theory data (wB97M-V/def2-TZVPD) for a gas-phase ion, C3H5N4S (charge -1).

ORCA input file:
```
! RIJCOSX wB97M-V def2-TZVPD def2/J DEFGRID3
* xyz -1 1
S 2.313 -1.694 -0.447
N -3.083 -1.743 -0.001
N -1.517 0.032 0.207
N -0.550 0.864 0.126
N 0.759 -1.036 -0.321
C 1.907 1.159 -0.048
C 0.670 0.250 -0.105
C -2.221 -0.774 -0.338
H 2.255 1.429 -0.995
H -2.951 -2.249 0.822
H -3.455 -2.247 -0.786
H 2.765 0.514 0.364
H 1.682 1.965 0.629
*
```

Output
Energy relative to the best compared isomer or geometry (same formula, charge and spin)   3.551 eV
Kohn-Sham gap (alpha / beta)   5.6 / 5.6 eV

---

No. 6
Density functional theory data (wB97M-V/def2-TZVPD) for a single C3H5N5 molecule.

ORCA input file:
```
! RIJCOSX wB97M-V def2-TZVPD def2/J DEFGRID3
* xyz 0 1
N -2.192 0.548 0.265
N 1.413 -1.541 0.218
N -1.134 1.159 -0.066
N -0.038 0.426 -0.125
N -0.911 -1.693 -0.451
C -2.001 -1.016 -0.031
C 1.150 1.172 -0.251
C 0.194 -1.045 0.008
H 2.009 0.530 -0.768
H -3.134 -1.323 0.082
H 2.366 -0.957 0.671
H 0.921 2.327 -0.551
H 1.356 1.413 0.999
*
```

Output
Energy relative to the best compared isomer or geometry (same formula, charge and spin)   6.386 eV
Kohn-Sham gap   9.0 eV

---

No. 7
Density functional theory data (wB97M-V/def2-TZVPD) for a molecular structure, C3H5N5.

ORCA input file:
```
! RIJCOSX wB97M-V def2-TZVPD def2/J DEFGRID3
* xyz 0 1
N -0.190 -1.360 0.001
N -1.547 -1.371 -0.142
N -0.462 2.035 -0.346
N 0.398 -0.076 0.087
N 2.644 -0.330 -0.017
C -1.891 -0.112 0.376
C 1.600 0.375 0.231
C -0.655 0.811 -0.037
H -1.187 2.643 -0.141
H 0.294 -1.783 -0.783
H -3.028 0.210 0.134
H 1.370 1.647 0.930
H 2.331 -1.452 -0.633
*
```

Output
Energy relative to the best compared isomer or geometry (same formula, charge and spin)   7.387 eV
Kohn-Sham gap   8.6 eV

---

No. 8
Density functional theory data (wB97M-V/def2-TZVPD) for a single C3H5N5 molecule.

ORCA input file:
```
! RIJCOSX wB97M-V def2-TZVPD def2/J DEFGRID3
* xyz 0 1
N -1.061 0.021 -0.740
N -0.653 1.925 0.272
N -2.210 0.647 -0.912
N 1.143 0.105 0.355
N 1.306 -1.968 -0.537
C -0.067 0.756 -0.174
C 1.588 -1.232 0.480
C -1.958 1.882 -0.170
H 2.057 -2.739 -0.484
H -1.264 -0.999 -1.136
H -2.597 2.694 0.082
H 1.557 0.563 1.430
H 2.161 -1.655 1.534
*
```

Output
Energy relative to the best compared isomer or geometry (same formula, charge and spin)   4.110 eV
Kohn-Sham gap   9.1 eV

---

No. 9
Density functional theory data (wB97M-V/def2-TZVPD) for a single C3H5N5 molecule.

ORCA input file:
```
! RIJCOSX wB97M-V def2-TZVPD def2/J DEFGRID3
* xyz 0 1
N 1.176 -0.307 1.160
N 1.304 2.121 1.413
N -1.285 -1.956 -1.926
N -1.687 -0.944 -1.231
N -0.769 0.822 0.527
C 0.745 -0.848 -0.265
C 0.562 1.057 1.060
C -0.468 -0.312 -0.541
H 1.207 -1.794 -0.786
H 0.544 2.730 1.264
H -2.505 -2.156 -2.008
H -1.174 1.784 0.120
H 2.350 -0.198 1.213
*
```

Output
Energy relative to the best compared isomer or geometry (same formula, charge and spin)   6.363 eV
Kohn-Sham gap   8.5 eV

---

No. 10
Density functional theory data (wB97M-V/def2-TZVPD) for a single C3H5N5 molecule.

ORCA input file:
```
! RIJCOSX wB97M-V def2-TZVPD def2/J DEFGRID3
* xyz 0 1
N 2.277 0.664 -0.376
N -0.661 0.052 -0.553
N 1.273 1.427 0.312
N -2.126 -0.010 -0.344
N 1.108 -1.343 0.190
C -0.005 1.180 0.137
C 2.145 -0.564 -0.350
C -0.134 -1.051 0.274
H -0.768 -1.550 0.973
H 2.916 -1.177 -0.758
H -2.418 0.057 0.882
H -0.836 1.754 0.636
H -2.773 0.560 -1.021
*
```

Output
Energy relative to the best compared isomer or geometry (same formula, charge and spin)   5.347 eV
Kohn-Sham gap   9.9 eV

---

- The lowest energy relative to the best compared isomer or geometry (same formula, charge and spin) belongs to which entry?
  number 2